(1)
{"formula": "C6H9O3S", "method": "ωB97M-V with the def2-TZVPD basis set", "elements": ["C", "C", "C", "C", "C", "C", "O", "O", "O", "S", "H", "H", "H", "H", "H", "H", "H", "H", "H"], "coordinates": [[2.43037, 0.92419, 0.45371], [-2.11981, 0.88234, -0.98649], [-3.03769, 1.00378, 0.26802], [-1.58274, 0.65562, 0.39260], [2.29871, -1.67767, 0.24125], [1.97455, -0.28986, -0.35997], [2.08469, 1.76261, 1.25366], [3.61301, 0.88410, -0.09009], [-1.34785, -1.87971, -0.41133], [-0.85246, -0.94254, 0.67473], [-2.32644, -0.09473, -1.38846], [-1.90824, 1.68593, -1.53411], [-3.54011, 1.86748, 0.64212], [-3.59131, 0.06279, 0.27206], [-0.96822, 1.37009, 0.85647], [2.93405, -1.62603, 1.12235], [1.41657, -2.13105, 0.45954], [2.81919, -2.28318, -0.47706], [1.70371, -0.17415, -1.38899]], "spin_multiplicity": 1, "de_lowest_kj_mol": 308.88, "homo_ev": [-3.171, -2.390], "e_lumo_ev": [3.6756, 2.9995], "total_charge": -1}

---

(2)
{"formula": "C4H3Cl2O2S2", "method": "ωB97M-V with the def2-TZVPD basis set", "elements": ["C", "C", "C", "C", "O", "O", "S", "S", "Cl", "Cl", "H", "H", "H"], "coordinates": [[0.68020, 1.49912, -0.72569], [-0.10931, 0.16126, -0.76538], [0.50879, -0.83806, 0.13659], [-1.54110, 0.33275, -0.24548], [1.11464, 2.04057, 0.41971], [1.01406, 1.97857, -1.78686], [0.90847, -0.55678, 1.74548], [0.51580, -2.51942, -0.33672], [-2.50984, -1.17295, -0.32388], [-1.67904, 1.07268, 1.32447], [-0.17467, -0.41621, -1.75805], [1.17190, 1.33751, 1.32777], [0.10010, -2.91903, 0.98803]], "spin_multiplicity": 1, "de_lowest_kj_mol": 144.92, "homo_ev": [-3.069, -3.531], "e_lumo_ev": [2.9528, 2.9505], "total_charge": -1}

---

(3)
{"formula": "H3NO", "method": "ωB97M-V with the def2-TZVPD basis set", "elements": ["H", "H", "H", "N", "O"], "coordinates": [[-0.40952, -1.02524, 0.53143], [-0.71633, 0.68936, -0.49795], [0.54389, 0.85963, 0.46293], [0.29001, 0.46505, -0.38087], [0.29195, -0.98880, -0.11554]], "smiles": "NO", "spin_multiplicity": 1, "de_lowest_kj_mol": 14.30, "homo_ev": -10.511, "e_lumo_ev": 0.9024, "total_charge": 0}

---

(4)
{"formula": "C12H13BCoF4N3O4S2", "method": "ωB97M-V with the def2-TZVPD basis set", "elements": ["Co", "O", "C", "C", "C", "C", "C", "C", "C", "O", "N", "N", "C", "S", "C", "C", "S", "H", "H", "H", "H", "H", "H", "H", "H", "H", "N", "C", "C", "O", "O", "H", "H", "H", "H", "F", "B", "F", "F", "F"], "coordinates": [[-0.41978, -0.34276, 0.02246], [3.68715, 1.36924, 0.02258], [4.26299, 0.16556, -0.00086], [5.66625, 0.16486, -0.01009], [6.37679, -1.01282, -0.03822], [5.71096, -2.23925, -0.06031], [4.33346, -2.24801, -0.05308], [3.58611, -1.06405, -0.02391], [2.11109, -1.14518, -0.01104], [1.43186, -0.04801, 0.11333], [1.55196, -2.32072, -0.11157], [0.16204, -2.18336, -0.04941], [-0.44691, -3.31312, 0.01830], [0.51135, -4.78620, -0.01435], [-0.91648, -5.88316, -0.20684], [-2.08627, -5.27636, 0.53558], [-2.18049, -3.50704, 0.14594], [2.71040, 1.32594, 0.04259], [6.16193, 1.12656, 0.00534], [7.45990, -0.98153, -0.04234], [6.26461, -3.16863, -0.08117], [3.78794, -3.18155, -0.07119], [-0.63899, -6.85321, 0.20629], [-1.14434, -6.00157, -1.26625], [-1.97745, -5.40688, 1.61253], [-3.03352, -5.71467, 0.22068], [-0.98486, 1.53044, 0.05720], [-2.45118, 1.64272, -0.01515], [-3.09424, 0.25758, -0.00186], [-4.30180, 0.13020, -0.00088], [-2.23714, -0.72303, -0.00336], [-0.61000, 1.92084, 0.91724], [-0.51926, 2.10048, -0.64418], [-2.74032, 2.13884, -0.94053], [-2.85063, 2.23588, 0.80546], [1.96711, 4.72485, -0.99986], [1.08066, 4.15011, -0.10185], [-0.25348, 4.25110, -0.59151], [1.16537, 4.73229, 1.16123], [1.34220, 2.74234, 0.01414]], "s_squared": 0.77, "spin_multiplicity": 2, "de_lowest_kj_mol": 13.32, "homo_ev": [-5.677, -5.706], "e_lumo_ev": [1.9963, 1.9958], "total_charge": -1}

---

(5)
{"formula": "C11H16ClN2", "method": "ωB97M-V with the def2-TZVPD basis set", "elements": ["C", "C", "C", "C", "C", "C", "C", "C", "C", "C", "C", "N", "N", "Cl", "H", "H", "H", "H", "H", "H", "H", "H", "H", "H", "H", "H", "H", "H", "H", "H"], "coordinates": [[-0.86947, 0.70592, 1.92982], [-0.42514, -1.43987, 3.92567], [-0.08350, -1.78670, 2.71861], [1.46925, -0.09476, -1.78877], [0.12975, -0.74714, -2.17818], [1.20574, 0.08433, 0.76068], [-1.00078, -0.96094, 0.11813], [1.12726, 0.81419, -0.60511], [-0.88652, -0.15885, -1.19620], [-0.18542, -0.29396, 1.20300], [-0.50322, 2.19258, -1.90338], [-1.43153, 1.51048, 2.52436], [-0.30050, 1.17380, -0.86661], [0.51057, -3.18211, 2.02268], [-0.38116, -2.14249, 4.74650], [-0.77862, -0.45174, 4.16727], [2.21545, -0.83427, -1.50887], [1.88558, 0.47777, -2.61589], [-0.13925, -0.51408, -3.20655], [0.16721, -1.83093, -2.09705], [1.81498, -0.81419, 0.66394], [1.67522, 0.72271, 1.51031], [-2.04114, -1.04090, 0.43361], [-0.62365, -1.97288, -0.03358], [1.73459, 1.72176, -0.58673], [-1.87076, -0.02490, -1.65116], [0.00586, 1.91622, -2.82260], [-1.56924, 2.29507, -2.10818], [-0.12417, 3.15460, -1.55973], [-0.72738, 1.52130, 0.00402]], "spin_multiplicity": 1, "de_lowest_kj_mol": 0.00, "homo_ev": -13.187, "e_lumo_ev": -3.1107, "total_charge": 1}

---

(6)
{"formula": "C3H3N2O", "method": "ωB97M-V with the def2-TZVPD basis set", "elements": ["C", "C", "C", "N", "N", "O", "H", "H", "H"], "coordinates": [[0.29242, 0.32188, 0.75912], [-0.76146, -0.34976, -1.42772], [0.42953, 0.08994, -0.76942], [-1.70213, -0.70844, -1.95195], [-0.28350, -0.27269, 1.63169], [-0.59424, -0.87180, 2.51493], [0.67070, 1.29437, 1.35585], [0.60218, 1.10071, -1.32288], [1.34650, -0.60422, -0.78963]], "smiles": "N#CCC=[N+]=O", "spin_multiplicity": 1, "de_lowest_kj_mol": 465.74, "homo_ev": -16.704, "e_lumo_ev": -7.9765, "total_charge": 1}

---

(7)
{"formula": "C3H5FO2", "method": "ωB97M-V with the def2-TZVPD basis set", "elements": ["C", "C", "C", "O", "O", "F", "H", "H", "H", "H", "H"], "coordinates": [[0.20221, 1.97809, -1.09163], [0.29024, 0.50415, -1.16961], [-0.54765, -2.03289, 2.13110], [1.36003, 1.16185, -0.72149], [0.48153, -1.59200, 1.66620], [0.37831, -0.15815, -2.39655], [0.38033, 2.39604, -1.99223], [-0.23871, 2.66680, -0.26888], [-1.56129, -1.59380, 1.92499], [-0.57543, -3.10486, 2.47599], [-0.16956, -0.22524, -0.55790]], "smiles": "F[C@@H]1CO1.C=O", "spin_multiplicity": 1, "de_lowest_kj_mol": 279.32, "homo_ev": -10.466, "e_lumo_ev": 0.4739, "total_charge": 0}

---

(8)
{"formula": "C42H106N6O14", "method": "ωB97M-V with the def2-TZVPD basis set", "elements": ["C", "C", "C", "O", "C", "N", "H", "H", "H", "H", "H", "H", "H", "H", "H", "H", "H", "C", "C", "C", "O", "C", "N", "H", "H", "H", "H", "H", "H", "H", "H", "H", "H", "H", "C", "C", "C", "O", "C", "N", "H", "H", "H", "H", "H", "H", "H", "H", "H", "H", "H", "C", "C", "C", "O", "C", "N", "H", "H", "H", "H", "H", "H", "H", "H", "H", "H", "H", "C", "C", "O", "O", "H", "H", "H", "H", "H", "H", "C", "C", "O", "O", "H", "H", "H", "H", "H", "H", "C", "C", "O", "O", "H", "H", "H", "H", "H", "H", "C", "C", "O", "O", "H", "H", "H", "H", "H", "H", "C", "C", "C", "C", "C", "C", "N", "O", "C", "C", "C", "H", "H", "H", "H", "H", "H", "H", "H", "H", "H", "H", "H", "H", "H", "H", "H", "H", "H", "H", "C", "C", "C", "C", "C", "C", "N", "O", "C", "C", "C", "H", "H", "H", "H", "H", "H", "H", "H", "H", "H", "H", "H", "H", "H", "H", "H", "H", "H", "H"], "coordinates": [[-8.69650, 5.56082, -19.56814], [-7.24486, 5.98547, -19.26354], [-6.32744, 5.64956, -20.49814], [-5.62411, 4.45809, -20.35495], [-4.33967, 4.43077, -20.92685], [-7.40403, 7.39399, -19.05592], [-8.78869, 4.47742, -19.49163], [-8.97988, 5.93069, -20.55352], [-9.52892, 5.98455, -19.00635], [-6.85029, 5.53987, -18.35039], [-5.63816, 6.43537, -20.80719], [-6.86840, 5.68204, -21.44388], [-3.82807, 3.51162, -20.64134], [-3.70190, 5.23068, -20.55069], [-4.41950, 4.44305, -22.01385], [-6.55652, 7.92436, -18.91261], [-7.73192, 7.72222, -19.95305], [-11.41724, 8.58522, -21.74807], [-10.60318, 9.40023, -22.75752], [-9.57143, 10.27232, -22.00716], [-8.55663, 10.62698, -22.92536], [-8.53236, 11.87265, -23.59376], [-9.88659, 8.47044, -23.71411], [-12.15401, 7.97662, -22.27236], [-11.93264, 9.22207, -21.02913], [-10.90764, 7.83380, -21.14495], [-11.20363, 10.10727, -23.32991], [-9.08106, 9.64191, -21.26538], [-9.96197, 11.15658, -21.50351], [-8.14080, 12.70711, -23.01200], [-9.51864, 12.15164, -23.96457], [-7.84498, 11.64841, -24.40943], [-9.49863, 7.71611, -23.16588], [-9.06388, 8.93643, -24.06922], [-10.00191, 0.18597, -21.29717], [-10.58499, 1.50828, -21.80380], [-10.18626, 2.69761, -20.98557], [-11.11653, 3.72781, -21.31766], [-12.36998, 3.64742, -20.63015], [-10.30201, 1.76977, -23.18729], [-9.90580, 0.16598, -20.21161], [-9.03158, 0.01458, -21.76322], [-10.60481, -0.68716, -21.54666], [-11.65827, 1.37088, -21.67226], [-9.21405, 2.96351, -21.40056], [-10.09983, 2.51069, -19.91520], [-13.00339, 2.90881, -21.12142], [-12.89429, 4.58253, -20.82707], [-12.40190, 3.67668, -19.54101], [-10.73564, 2.60788, -23.54737], [-10.64620, 0.97635, -23.70893], [-6.27044, 3.61066, -15.69606], [-5.33158, 3.56251, -14.39077], [-3.85375, 3.32279, -14.80380], [-3.05678, 3.92584, -13.76610], [-1.67187, 4.10665, -14.10989], [-5.48874, 5.02792, -14.03926], [-5.95784, 4.37356, -16.40906], [-7.34754, 3.59580, -15.52953], [-6.10306, 2.62852, -16.13820], [-5.66231, 2.84683, -13.63809], [-3.52826, 3.50890, -15.82729], [-3.68045, 2.24753, -14.76043], [-1.42737, 5.06041, -14.57753], [-1.43865, 3.36081, -14.86977], [-1.18815, 3.88479, -13.15863], [-5.13173, 5.50191, -14.85656], [-4.70902, 5.12296, -13.40435], [-6.44394, 12.53206, -18.48845], [-6.84897, 11.76281, -19.78913], [-6.08286, 10.62487, -19.84239], [-7.11907, 11.80355, -17.44994], [-6.53815, 13.59981, -18.68623], [-5.41015, 12.36808, -18.18433], [-6.48184, 12.30097, -20.66303], [-7.92733, 11.63019, -19.87667], [-6.12404, 10.13857, -19.01570], [-8.00751, 12.13252, -17.29485], [-4.45610, 1.66141, -23.35467], [-3.86981, 0.32168, -22.98857], [-4.85356, -0.65431, -22.80378], [-5.40668, 1.43254, -24.48805], [-3.77577, 2.50914, -23.43592], [-5.07863, 1.92853, -22.50073], [-3.20116, 0.31340, -22.12779], [-3.39476, -0.12846, -23.86024], [-5.38920, -0.45726, -23.57571], [-5.79583, 2.26874, -24.75439], [-0.44296, 3.35059, -19.64461], [-0.54143, 3.35515, -18.14607], [-0.55759, 4.65794, -17.55452], [-0.91019, 4.56307, -20.20681], [-1.11103, 2.58781, -20.04452], [0.53701, 3.10446, -20.05350], [0.14748, 2.86595, -17.45746], [-1.51515, 2.95431, -17.86447], [-1.27944, 5.12287, -17.98390], [-0.18682, 4.98607, -20.67521], [-5.21268, 8.29117, -24.12374], [-5.14383, 9.50632, -23.12918], [-4.64274, 9.00283, -21.88979], [-5.67145, 7.14188, -23.49427], [-4.17903, 8.06446, -24.38506], [-5.77864, 8.59854, -25.00312], [-6.02265, 10.15033, -23.16093], [-4.36877, 10.21078, -23.43102], [-4.76449, 9.64807, -21.18947], [-5.02749, 6.85570, -22.84234], [-4.44728, 8.70231, -13.63466], [-3.32381, 9.30248, -14.57026], [-1.95980, 8.61943, -14.22640], [-1.08222, 8.58272, -15.46919], [-1.91698, 7.91787, -16.64058], [-3.30804, 8.47557, -17.03661], [-3.98468, 8.92499, -15.82167], [-5.21547, 9.42883, -16.09415], [-3.05731, 9.73423, -17.87512], [-4.09443, 7.44155, -17.78808], [-3.20736, 10.87223, -14.55202], [-4.70931, 7.66355, -13.83564], [-5.36433, 9.28416, -13.54207], [-3.96058, 8.58751, -12.66613], [-1.48193, 9.20486, -13.44089], [-2.00748, 7.61955, -13.79504], [-0.15803, 8.01052, -15.38808], [-0.84904, 9.61016, -15.74868], [-1.87791, 6.82869, -16.65645], [-1.29830, 8.08619, -17.52205], [-4.06263, 10.06525, -18.13563], [-2.35025, 10.39437, -17.37274], [-2.42071, 9.41851, -18.70166], [-5.01337, 7.81660, -18.23862], [-3.59463, 6.81992, -18.53096], [-4.54979, 6.63744, -17.21003], [-2.43182, 11.10032, -15.28319], [-2.78593, 11.02236, -13.55806], [-4.13088, 11.44277, -14.65043], [-5.02808, 10.36873, -16.03865], [-13.75390, -0.40031, -15.53598], [-13.50800, 0.94943, -14.68208], [-12.33537, 0.79395, -13.63916], [-10.87212, 0.74147, -14.35697], [-10.77162, 2.06987, -15.14553], [-11.90740, 2.30636, -16.15641], [-13.24419, 2.11561, -15.47599], [-14.35639, 2.54313, -16.31820], [-11.81614, 3.76954, -16.78707], [-11.63886, 1.18943, -17.24462], [-14.80197, 1.17767, -13.69493], [-14.15632, -0.10122, -16.50381], [-14.47398, -1.04459, -15.03151], [-12.89480, -1.03566, -15.75131], [-12.36146, 1.56584, -12.87001], [-12.57317, -0.18245, -13.21705], [-10.59852, -0.19014, -14.85229], [-10.13541, 0.96822, -13.58631], [-9.86856, 2.13395, -15.75255], [-10.66896, 2.96556, -14.53292], [-10.91576, 3.98125, -17.36379], [-12.71377, 3.99248, -17.36383], [-11.76422, 4.60542, -16.08942], [-12.51196, 1.16997, -17.89685], [-10.80230, 1.29992, -17.93458], [-11.42208, 0.14391, -17.02552], [-15.06273, 0.34430, -13.04256], [-15.68569, 1.31660, -14.31770], [-14.82108, 2.07216, -13.07235], [-14.54075, 3.33478, -15.80743]], "smiles": "CC1(C)CCCC(C)(C)N1O.CC1(C)CCCC(C)(C)N1O.COC[C@H](C)N.COC[C@H](C)N.COC[C@H](C)N.COC[C@H](C)N.OCCO.OCCO.OCCO.OCCO", "spin_multiplicity": 1, "de_lowest_kj_mol": 406.64, "homo_ev": -7.348, "e_lumo_ev": 0.3623, "total_charge": 0}